No. 1
This record from OMol25 describes a molecular structure, C59H51FeINO2P2STe at a distorted geometry. The level of theory is ωB97M-V/def2-TZVPD.

The geometry in XYZ format:
```
119
Properties=species:S:1:pos:R:3:forces:R:3:lowdin_charge:R:1
N 13.400804 14.747246 8.001809 -0.5 0.0 -0.2 0.23
C 10.234837 11.464364 13.927209 -0.6 0.5 1.6 -0.38
H 12.436072 15.055390 7.852748 0.3 0.0 0.1 0.03
C 9.492337 15.008467 9.629751 0.5 0.8 -0.6 -0.97
C 10.480113 11.603840 15.316893 0.3 -0.3 -0.5 -0.05
H 14.368225 17.240980 19.188669 0.4 0.3 0.0 0.13
C 8.943601 11.655045 13.475908 -0.4 -0.3 -1.0 -0.16
C 8.173213 12.140272 15.685231 0.0 -0.4 1.0 -0.05
H 15.215578 13.272938 10.282395 0.1 -0.1 0.0 0.08
H 8.523760 15.366073 9.951176 -0.1 0.1 0.1 -0.04
O 13.958154 14.214369 12.662008 0.0 -0.3 0.4 -0.53
C 16.295318 9.944628 14.623018 0.5 -1.1 0.3 -0.14
C 14.020546 10.687990 14.023619 -0.1 -0.4 -0.1 -0.12
C 12.689779 10.168182 13.744509 1.3 1.7 -0.2 -0.29
H 12.244564 17.724012 14.507678 0.1 0.4 -0.4 0.10
C 13.670000 14.270966 15.389497 1.4 0.3 0.2 -0.28
C 12.253742 17.244797 18.753315 -0.3 1.4 -0.3 -0.09
H 9.676141 12.081641 17.231727 0.0 -0.1 0.7 0.10
C 9.444153 11.913935 16.207286 0.7 0.4 -1.7 -0.04
H 5.417681 8.769516 11.945541 0.5 0.3 -0.5 0.12
C 10.562541 16.908755 16.826507 1.6 -0.8 -0.6 0.03
C 10.866205 9.974464 11.534252 0.4 0.2 0.2 -0.39
C 5.929919 9.688750 8.753218 0.2 0.1 -1.9 -0.04
P 11.228828 15.421614 13.067883 -0.7 -0.2 0.4 1.08
C 14.936895 9.699269 14.373698 0.2 0.0 0.5 -0.08
C 9.884113 9.032899 11.831550 0.0 0.5 0.3 -0.11
H 7.386772 12.360997 16.406605 0.0 0.1 -0.4 0.12
H 13.581212 15.870742 19.873559 -0.2 0.2 -0.3 0.14
H 8.815912 7.324472 11.245024 0.1 -0.2 -0.3 0.12
C 5.531266 8.920111 9.799267 -1.0 -1.5 0.1 -0.09
C 7.133911 15.550166 12.611699 0.4 -0.8 0.8 -0.08
H 8.688023 14.055897 13.011726 -0.4 -0.1 0.0 0.07
C 15.873034 7.637301 15.049473 -0.6 -1.0 0.2 -0.11
C 5.832122 9.316829 11.082025 -0.1 0.8 1.5 -0.06
C 6.999830 11.621838 7.777177 0.9 1.2 0.0 0.09
C 9.588683 8.025697 10.952206 -0.4 0.0 -0.2 -0.05
H 8.742591 11.514658 12.407789 0.0 0.1 0.5 0.05
H 11.493787 17.104198 19.505305 -0.1 -0.2 0.5 0.12
H 15.836618 13.914792 8.757376 0.1 0.4 -0.1 0.09
C 14.639595 8.346836 14.644767 -1.0 0.1 -0.4 -0.13
H 13.921360 17.955664 9.769148 -0.1 0.2 0.8 0.12
C 11.758395 16.721387 17.442175 0.1 -0.1 0.4 -0.14
H 12.283308 10.601868 10.025851 0.2 0.4 0.1 0.09
H 16.118434 6.852318 14.349463 0.3 -0.1 -0.5 0.14
C 11.502891 9.910818 10.297383 0.0 -0.1 -0.3 -0.14
H 15.704011 7.110237 15.962339 -0.2 -0.4 0.8 0.13
H 11.618943 8.857747 8.395185 0.2 0.2 0.1 0.12
P 11.529065 11.170065 12.756598 0.3 -0.6 -0.6 1.03
H 5.655128 9.481616 7.713859 0.0 -0.4 0.5 0.13
C 15.032506 13.355238 9.211980 0.0 0.4 0.2 0.04
O 12.817599 13.830753 9.937394 -0.4 -0.1 -0.1 -0.17
I 9.690027 15.775484 7.550062 0.0 -0.5 1.0 0.73
S 13.553786 13.369412 13.884375 -0.3 -0.2 -0.1 0.94
C 13.384704 18.880686 13.058124 -0.1 0.2 -0.4 -0.05
C 11.157992 8.936704 9.370833 0.0 -0.2 0.1 -0.06
H 9.688932 16.689775 14.919991 -0.8 0.1 -0.2 0.09
H 6.350424 14.821074 12.693423 -0.5 -0.1 -0.2 0.11
H 15.768421 14.687330 18.069580 -0.7 0.1 0.2 0.13
C 12.643587 15.216439 15.648707 -1.4 0.1 0.2 -0.13
C 13.579148 16.532957 18.989037 0.4 0.0 1.4 -0.11
C 16.911116 8.695281 15.212548 1.5 0.9 -0.9 -0.09
C 10.491359 16.365231 15.531628 -0.4 0.1 0.2 -0.09
C 13.688267 14.003878 9.051521 0.1 -0.4 0.4 -0.50
H 6.763712 11.247228 6.818490 -0.3 -0.3 -0.9 0.06
C 7.912689 11.959132 14.337050 -0.6 0.3 0.5 -0.08
H 12.377296 18.362152 18.683651 0.0 -1.0 0.0 0.15
C 15.993273 12.178608 14.049240 0.2 0.7 -0.1 -0.06
C 6.913559 11.315041 10.222279 0.5 1.0 -0.1 -0.28
C 13.343904 7.920412 14.516284 0.3 0.3 0.1 0.03
H 5.835142 17.149125 12.141952 0.1 0.2 0.4 0.12
H 14.030567 14.843046 7.228899 0.3 0.0 -0.1 0.13
C 13.847085 15.734228 17.779598 -0.5 -0.7 -0.5 -0.13
H 17.870259 8.437977 14.718487 -0.5 0.2 0.3 0.14
C 11.408223 15.557129 14.934238 1.3 -0.6 -1.0 -0.26
H 6.689577 10.963382 12.260591 -0.3 -0.3 0.3 0.07
C 12.746371 15.869162 16.888048 0.6 -0.1 0.0 -0.07
Te 9.583146 12.911106 9.895145 -0.3 0.1 0.3 1.30
H 6.877007 12.068129 14.007610 0.4 0.0 -0.1 0.11
H 16.308901 13.200915 13.827188 0.3 -0.3 0.3 0.13
C 7.903948 17.821276 12.385937 -1.0 0.3 -0.4 -0.05
H 6.905551 13.475935 9.963203 0.4 -0.2 0.0 0.08
C 14.836751 14.822264 17.506309 0.6 0.3 -0.9 0.01
H 7.344345 12.868740 11.551361 0.3 0.5 0.8 0.00
C 16.882125 11.136671 14.380366 1.2 1.0 0.1 0.01
C 14.742285 14.122550 16.288435 -0.4 -0.8 -0.2 -0.02
H 10.273557 15.528990 10.207742 -0.4 -0.3 -0.4 -0.07
C 12.271888 16.788910 12.542350 1.1 1.4 0.1 -0.36
C 7.466667 12.703760 10.508715 -0.1 -0.9 -1.1 -0.36
H 7.551587 12.580229 7.796314 -0.5 -0.7 0.1 0.03
H 4.910431 8.000779 9.660077 0.7 1.0 -0.1 0.13
H 9.986189 18.090818 12.457436 0.3 0.1 0.1 0.10
H 10.033576 7.174026 9.089097 -0.4 -1.1 -1.2 0.10
C 9.493166 15.991996 12.769827 -0.1 1.1 0.1 -0.37
H 11.392648 8.519129 13.940623 -0.1 0.0 -0.3 0.11
H 17.990191 11.279497 14.542733 -1.5 0.0 -0.4 0.15
C 12.851884 16.868363 11.250565 -1.7 -0.8 0.2 -0.10
C 6.689461 10.868205 8.888074 -0.5 0.3 1.0 -0.29
H 7.709329 18.896078 12.140602 0.2 -1.2 0.4 0.13
C 12.573157 17.820211 13.471350 0.5 -0.6 -0.8 -0.06
H 11.505205 11.403125 15.657348 -0.5 0.2 0.1 0.11
H 9.795827 17.504200 17.221239 -1.0 0.7 0.4 0.11
C 9.191009 17.375583 12.563005 0.6 -0.9 -0.2 -0.08
H 13.644877 19.671617 13.770260 -0.1 -0.3 -0.3 0.11
H 13.021166 6.908639 14.730330 0.1 0.1 0.0 0.13
C 13.846458 18.979834 11.728669 0.4 0.6 0.7 -0.05
H 15.489441 13.331960 16.125695 -0.4 0.6 -0.2 0.11
C 12.411247 8.866978 14.047935 -0.4 -0.6 0.2 -0.05
H 9.319667 9.090574 12.743922 0.0 0.0 0.4 0.11
C 6.491307 10.554335 11.284006 -0.1 -0.8 -0.2 -0.05
Fe 12.115334 13.443288 11.760777 -0.2 0.0 0.1 0.45
H 14.426125 19.898056 11.477006 -0.5 -1.0 -0.1 0.12
C 10.226234 7.981022 9.719877 0.1 0.5 1.0 -0.05
H 15.067590 12.376788 8.750984 -0.3 -0.3 0.0 0.10
C 8.436000 15.092332 12.834939 0.7 0.6 -0.3 -0.11
C 13.591297 17.946396 10.822468 0.2 0.5 -0.2 -0.07
C 6.849913 16.879467 12.423852 0.3 0.7 -0.8 -0.05
C 14.632887 12.000885 14.003071 -1.0 -0.8 -0.4 -0.33
H 12.547693 16.120632 10.499957 0.4 0.2 0.5 0.08
H 17.129321 8.920618 16.250412 0.1 -0.1 0.3 0.13
```
Positions in Å, forces in eV/Å.

The calculation puts the electronic energy at -5393.948591 Eh. Its expectation value of S² is 8.807. Its spin multiplicity is 6. Its charge is +2. The LUMO energy (spin up / spin down) comes out at -0.174 / -0.182 hartree. The highest occupied orbital energy (spin up / spin down) comes out at -10.965 / -12.512 eV.

---

No. 2
This record from OMol25 describes a gas-phase ion, C4H12N2 (charge -1) at a distorted geometry. The level of theory is ωB97M-V/def2-TZVPD.

The geometry in XYZ format:
```
18
Properties=species:S:1:pos:R:3:forces:R:3:lowdin_charge:R:1
H -1.439922 -0.239828 0.818733 -0.4 0.6 0.9 0.08
H 2.091085 1.882315 1.676832 -0.3 -0.1 0.3 0.01
H 0.091555 -2.412621 -1.214927 -0.3 -0.4 0.0 0.02
N 1.444600 1.606500 0.943655 0.1 1.1 -0.3 -0.06
H 2.062851 1.223719 0.235594 -0.4 -0.4 -0.2 0.03
H -0.594579 -2.190412 0.519476 -0.1 -0.1 -0.5 0.03
H 0.078575 0.965463 2.402967 -0.2 0.2 -0.3 0.07
H 1.099044 -0.236327 1.677010 -1.2 -0.6 -0.2 0.04
H -1.116075 1.386258 0.191957 0.3 -0.1 -0.6 0.11
H 1.060254 -1.735481 0.050650 0.1 -0.9 0.4 0.01
C 0.456871 0.625969 1.431018 1.5 0.2 0.4 -0.43
C 0.032036 -1.821840 -0.310927 1.1 2.0 0.3 -0.33
C -1.151299 -0.287201 -1.834780 0.9 1.4 1.2 -0.20
H -1.078852 0.773014 -2.128393 0.1 -0.2 -0.5 0.06
H -2.206414 -0.365303 -1.533602 0.0 -0.8 -0.2 0.06
N -0.198692 -0.402666 -0.703913 -1.1 0.0 -1.3 -0.29
H -0.799210 -0.942262 -2.626594 -0.5 0.0 -0.1 0.05
C -0.655688 0.424153 0.421735 0.3 -2.0 0.7 -0.28
```
Positions in Å, forces in eV/Å.

The calculation puts the electronic energy at -269.010237 Eh. Its expectation value of S² is 0.750. Its spin multiplicity is 2. Its charge is -1. The LUMO energy (spin up / spin down) comes out at 0.152 / 0.156 hartree. The highest occupied orbital energy (spin up / spin down) comes out at 1.476 / -4.712 eV.

---

No. 3
This record from OMol25 describes a molecular structure, C27H35FIN7O5PRuS2 at a distorted geometry. The level of theory is ωB97M-V/def2-TZVPD.

The geometry in XYZ format:
```
80
Properties=species:S:1:pos:R:3:forces:R:3:lowdin_charge:R:1
H -3.314446 2.406202 -8.755504 0.0 0.2 -0.2 0.19
C -0.766877 -3.402713 2.884984 0.0 0.0 0.0 -0.06
H 6.356497 2.572373 2.894028 0.1 0.0 0.1 0.08
H 0.923543 -3.063677 1.456011 0.1 0.1 0.0 0.09
H -1.411897 2.364976 -10.321023 -0.2 0.1 0.0 0.14
H 4.632927 2.925773 3.095511 -0.1 0.0 0.1 0.07
H -2.817025 5.051821 -6.575869 0.0 0.0 -0.1 0.13
H -5.707037 3.114916 -2.203665 0.1 0.0 -0.2 0.15
C 1.021038 1.827196 2.948699 -0.5 -0.6 0.3 -0.32
H 0.330273 2.644204 3.169781 0.0 -0.1 -0.1 0.12
C -2.378900 4.623629 -7.474274 -0.1 0.1 0.0 -0.12
C 2.010763 -1.706704 -2.335380 -0.1 -0.3 -0.1 -0.20
H -4.486143 2.236215 -0.916130 -0.1 0.0 0.0 0.15
C -2.818400 2.337714 -3.783089 0.5 -0.2 -0.1 -0.09
C -2.788027 2.912024 -5.059593 0.1 0.1 -0.2 0.05
H -0.452839 -4.202254 3.525198 0.0 -0.1 0.1 0.09
H 5.593951 3.860079 1.942799 0.0 0.1 0.0 0.08
H -2.804880 -2.801306 3.575537 -0.2 0.0 0.1 0.12
H -1.612277 5.327169 -7.823584 0.0 0.0 0.1 0.14
H 5.945049 1.821897 0.557160 -0.1 -0.1 0.1 0.12
C -5.235991 4.530649 -3.808065 0.1 0.2 0.2 -0.08
C -1.630798 3.167045 -9.616018 0.8 0.0 -0.1 -0.08
H 2.419730 0.547935 3.967908 0.0 0.0 0.0 0.04
C -0.589145 2.064299 -5.479836 0.0 -0.2 0.3 -0.18
F 0.521095 1.978749 -6.250673 -0.1 0.1 0.1 0.06
H -5.884821 5.269502 -3.365324 -0.1 0.0 0.1 0.11
H -4.446114 4.290946 -8.139191 0.1 -0.1 -0.1 0.14
O 1.985772 2.349213 2.037212 0.5 0.0 -0.7 -0.33
C -1.705456 1.542848 -3.413408 -0.1 0.0 -0.3 -0.04
C -1.961183 -2.710883 2.921668 0.3 0.0 -0.1 -0.08
N -1.802867 3.328678 -7.212461 0.1 0.0 -0.2 -0.11
N 0.182030 -2.623823 -1.725076 -0.1 -0.3 -0.2 -0.01
N -3.091284 3.221212 -9.344720 -0.3 -0.3 -0.2 0.05
C -5.872859 3.292823 -4.373641 -0.1 -0.3 0.0 -0.09
H 0.043761 3.457206 -8.269355 -0.1 -0.1 -0.1 0.14
C -3.453514 4.441874 -8.567904 -0.1 0.6 0.5 -0.07
H 0.971031 0.953180 4.902663 -0.1 -0.1 0.1 0.08
P 2.543065 1.543205 0.762650 0.1 0.1 0.3 -0.12
C -5.093013 3.219220 -3.090393 -0.5 0.4 -0.3 -0.22
H -5.476566 2.831085 -5.263009 0.1 0.0 0.0 0.09
O -3.459555 0.068182 0.713388 -0.4 0.0 -0.1 0.02
O -1.449581 1.020918 0.780534 1.0 -0.1 0.1 -0.11
H -3.633898 3.171654 -10.211231 0.1 -0.1 0.2 0.19
C 1.503252 -2.401482 -3.438437 0.1 -0.1 -0.5 -0.75
H -3.619558 3.487355 -5.415028 -0.2 0.0 0.0 0.07
C 1.711029 1.338194 4.208327 0.0 0.2 -0.3 -0.08
C -1.646142 0.837886 -2.142180 -0.4 0.0 0.2 -0.31
H -6.946843 3.203472 -4.299673 0.0 0.0 0.1 0.11
C -2.533942 0.718908 0.217522 -0.1 0.2 -0.2 -0.63
O -0.789141 -0.036295 -1.920831 0.0 0.5 0.5 -0.08
N -3.857802 2.504314 -2.888409 0.2 -0.2 0.4 0.02
C -0.911586 2.916189 -8.274850 0.1 -0.2 0.0 -0.13
S 1.554949 2.035489 -0.917450 -0.3 -1.6 0.9 0.32
H -2.650976 -1.106229 1.672653 0.2 0.1 -0.1 0.10
C -2.678236 1.217931 -1.218058 0.4 -0.1 0.4 -0.02
C -0.060459 -2.831663 1.824935 -0.3 -0.1 0.1 -0.18
H -1.325837 4.112160 -10.066434 -0.2 0.0 0.0 0.14
H 0.252231 0.868054 -3.929904 0.1 -0.1 0.0 0.14
H -4.372398 4.967707 -4.280225 0.1 -0.1 -0.1 0.09
I 2.327951 -2.494008 -5.347851 -0.2 0.0 0.4 0.83
N -1.929520 -1.800005 1.940358 -0.1 0.0 0.2 0.02
H 0.449877 1.004179 2.475234 0.2 0.5 0.2 0.06
H -3.490540 5.304109 -9.234859 0.0 -0.2 -0.1 0.14
H 2.922195 -1.143759 -2.252972 0.0 0.2 0.1 0.11
H -0.371550 -3.598388 -3.538494 -0.2 -0.1 0.0 0.12
Ru 0.434240 -0.101513 0.097671 -0.7 -1.0 -1.1 0.80
H -0.594402 -2.801599 -1.098575 0.2 0.1 0.0 0.14
C -3.706365 1.993112 -1.622477 0.3 -0.3 0.0 0.05
C 0.323672 -2.976439 -3.012597 0.3 0.2 0.0 -0.14
O 3.965791 2.203440 0.550998 0.1 0.2 0.0 -0.35
H -0.694706 1.854649 -8.155513 0.0 0.1 -0.1 0.14
S 2.729685 -0.424408 1.253714 -1.3 0.9 -0.6 0.32
N 1.190659 -1.859962 -1.309314 0.0 1.1 1.0 -0.07
H 5.000405 0.856124 1.729387 0.1 0.1 -0.1 0.07
C 5.447435 2.874044 2.377867 -0.2 -0.2 -0.2 -0.07
H 2.240500 2.162658 4.678793 0.1 0.1 0.1 0.07
C -0.604296 1.432183 -4.265080 -0.1 0.2 -0.3 0.10
C -1.702910 2.789121 -5.921717 -0.3 -0.2 0.4 -0.13
C 5.139239 1.854582 1.296479 0.2 -0.1 0.2 -0.29
N -0.781079 -1.864872 1.260026 1.1 0.7 -0.8 -0.06
```
Positions in Å, forces in eV/Å.

The calculation puts the electronic energy at -3439.340043 Eh. Its charge is +1. The LUMO energy (spin up / spin down) comes out at -0.123 / -0.123 hartree. The highest occupied orbital energy (spin up / spin down) comes out at -9.161 / -9.224 eV.

---

No. 4
This record from OMol25 describes C5H8O2 in the gas phase at a distorted geometry. The level of theory is ωB97M-V/def2-TZVPD.

The geometry in XYZ format:
```
15
Properties=species:S:1:pos:R:3:forces:R:3:lowdin_charge:R:1
O 0.366752 0.684409 -0.080884 -0.5 1.2 -1.0 0.01
H -1.841695 1.163799 -1.647166 0.0 0.0 0.2 0.12
H -1.811981 -1.305948 1.262170 0.1 0.1 -0.1 0.12
H -0.849809 -1.551500 -0.239100 -0.2 0.1 0.2 0.13
H 0.992113 -0.474256 1.441624 0.3 -0.1 -0.1 0.12
C -0.906925 0.533071 0.274042 -0.4 -0.2 0.1 -0.22
C -1.502785 -0.841027 0.318896 0.2 -0.5 0.2 -0.15
H 3.127872 0.906928 -0.235648 -0.2 -0.3 -0.1 0.08
C -2.071585 0.936472 -0.595721 0.0 0.3 -0.1 -0.11
H -2.764640 1.688175 -0.184133 0.3 -0.1 -0.2 0.12
C 2.674203 -0.082136 -0.059135 -0.3 -0.1 0.1 -0.07
C 1.300438 0.005003 0.516863 0.8 -0.9 0.9 -0.19
H 2.665930 -0.668923 -0.993189 0.2 0.3 0.2 0.08
H 3.306703 -0.614311 0.660754 -0.1 0.1 -0.2 0.08
O -2.637445 -0.384269 -0.429337 -0.1 0.0 -0.1 -0.11
```
Positions in Å, forces in eV/Å.

The calculation puts the electronic energy at -345.621226 Eh. Its charge is 0. The LUMO energy (spin up / spin down) comes out at 0.014 / 0.031 hartree. The highest occupied orbital energy (spin up / spin down) comes out at -7.237 / -7.630 eV.